i:
A cluster of 2 separate species, C7H11N2 in total. Source: the Open Molecules 2025 dataset; level of theory: ωB97M-V/def2-TZVPD.

XYZ file:
```
20
Properties=species:S:1:pos:R:3
C -3.13 0.19 0.36
C -1.72 0.55 0.23
C -3.28 -0.88 -0.37
C -0.98 -0.23 -0.52
C 1.55 1.13 1.10
C -1.79 -2.11 -1.93
C 3.79 0.65 0.27
N -2.04 -1.25 -1.06
N 2.83 1.01 1.26
H -3.87 0.80 0.88
H -1.41 1.54 0.53
H -4.08 -1.54 -0.60
H 1.15 1.19 0.13
H 1.01 1.10 2.08
H -2.55 -2.61 -2.41
H -0.82 -2.10 -2.45
H 4.80 1.03 0.56
H 3.86 -0.46 0.31
H 3.42 0.95 -0.66
H 3.27 1.02 2.28
```

Charge: +1

These are the Mulliken partial charges, in e, on atoms 1 to 4: atom 1 (C): -0.41, atom 2 (C): -0.04, atom 3 (C): -0.57, atom 4 (C): -0.92

=====

ii:
The ion C7H11N2 with charge +1. Source: the Open Molecules 2025 dataset; level of theory: ωB97M-V/def2-TZVPD.

XYZ file:
```
20
Properties=species:S:1:pos:R:3
C 1.73 -1.51 0.64
C 1.07 -0.94 1.88
C 0.13 0.30 1.69
C -0.27 0.68 0.32
C 0.20 1.18 -0.91
N -1.34 1.23 -0.24
N -1.03 0.98 -1.66
C -1.69 1.62 -2.89
C -1.81 0.17 -2.56
H 2.08 -0.68 0.06
H 1.04 -2.13 0.11
H 2.42 -2.15 1.13
H 0.62 -1.73 2.48
H 1.89 -0.51 2.39
H -0.77 0.35 2.39
H 0.83 1.21 2.10
H -0.86 1.79 -3.62
H -2.44 2.30 -2.73
H -2.79 -0.16 -2.28
H -1.25 -0.57 -3.00
```

Charge: +1
SMILES string: CCCC1=C2N1[N+]21CC1

These are the Mulliken partial charges, in e, on atoms 1 to 4: atom 1 (C): -1.25, atom 2 (C): -0.35, atom 3 (C): -0.70, atom 4 (C): 0.72

=====

Most stable = i

=====

i:
A cluster of 2 separate species, C5H11NO2S in total. Source: the Open Molecules 2025 dataset; level of theory: ωB97M-V/def2-TZVPD.

XYZ file:
```
20
C5H11NO2S, DFT ωB97M-V/def2-TZVPD
C 1.98 -1.74 2.42
C 2.20 -1.84 1.26
C 2.65 -2.03 -0.18
C -1.73 2.31 -0.35
C -2.34 0.08 0.43
N -1.56 0.96 -0.42
O 0.25 0.19 -2.15
O 0.87 1.66 -0.33
S 0.09 0.42 -0.50
H 0.65 0.85 -2.72
H 1.82 -1.88 3.39
H 2.78 -3.13 -0.08
H 1.84 -1.81 -0.95
H 3.58 -1.55 -0.47
H -2.02 2.70 0.60
H -0.93 2.86 -0.91
H -2.59 2.53 -0.98
H -1.74 -0.39 1.19
H -3.09 0.62 0.98
H -2.70 -0.79 -0.23
```

These are the Mulliken partial charges, in e, on atoms 1 to 4: atom 1 (C): -0.07, atom 2 (C): -0.34, atom 3 (C): -0.88, atom 4 (C): -1.00

=====

ii:
An isolated molecule of C5H11NO2S. Source: the Open Molecules 2025 dataset; level of theory: ωB97M-V/def2-TZVPD.

XYZ file:
```
20
Properties=species:S:1:pos:R:3
C -2.72 -0.91 0.49
S -1.49 0.21 -0.16
O -1.77 1.47 0.48
O -1.42 0.29 -1.64
C 0.01 -0.58 0.48
C 1.25 0.26 0.10
N 1.09 1.60 0.60
C 1.60 0.21 -1.34
C 2.53 -0.37 -0.36
H -3.64 -1.12 -0.12
H -2.28 -1.82 0.75
H -3.23 -0.39 1.38
H -0.21 -0.44 1.62
H -0.07 -1.53 0.03
H 0.45 2.22 0.16
H 0.90 1.45 1.58
H 1.96 1.11 -1.74
H 1.23 -0.39 -2.10
H 2.46 -1.41 -0.27
H 3.34 0.14 0.09
```

SMILES string: CS(=O)(=O)CC1(N)CC1

These are the Mulliken partial charges, in e, on atoms 1 to 4: atom 1 (C): -1.01, atom 2 (S): 1.28, atom 3 (O): -0.68, atom 4 (O): -0.65

=====

Most stable = ii

=====

i:
A structure of composition C13H27CeN8O6S2. Source: the Open Molecules 2025 dataset; level of theory: ωB97M-V/def2-TZVPD.

XYZ file:
```
57
Properties=species:S:1:pos:R:3
Ce -0.07 0.40 0.86
C -1.38 -2.24 2.91
C -2.58 -1.66 2.16
O -2.20 -1.09 0.90
C -2.33 -1.93 -0.25
C -1.06 -2.74 -0.55
O 0.08 -1.90 -0.33
C 1.30 -2.63 -0.44
C 2.42 -1.82 0.25
O 1.92 -1.19 1.42
C 1.88 -2.06 2.56
C 0.84 -1.51 3.55
O -0.38 -1.21 2.88
H -1.01 -3.16 2.44
H -1.65 -2.45 3.95
H -2.99 -0.83 2.73
H -3.35 -2.43 2.02
H -2.54 -1.23 -1.07
H -3.19 -2.61 -0.14
H -1.08 -3.08 -1.59
H -1.00 -3.62 0.10
H 1.55 -2.81 -1.49
H 1.18 -3.61 0.06
H 2.74 -1.00 -0.40
H 3.28 -2.45 0.48
H 2.87 -2.09 3.04
H 1.61 -3.08 2.24
H 1.19 -0.55 3.95
H 0.68 -2.21 4.38
N -1.59 3.12 1.68
N -0.90 4.20 1.11
C 0.14 3.99 0.30
N 0.81 4.99 -0.24
N 0.39 2.68 0.08
N 1.35 2.25 -0.66
O 2.02 2.95 -1.38
O 1.51 1.01 -0.63
H -2.59 3.21 1.50
H -1.42 3.10 2.70
H -1.11 5.15 1.43
H 0.61 5.95 -0.01
H 1.60 4.78 -0.86
S -1.55 1.01 -1.62
C -0.76 0.59 -3.05
N -1.34 0.67 -4.25
C -0.45 0.26 -5.32
C 0.88 0.02 -4.58
N 0.48 0.10 -3.17
H -2.29 0.97 -4.39
H -0.38 1.04 -6.08
H -0.82 -0.66 -5.80
H 1.62 0.79 -4.80
H 1.32 -0.95 -4.79
H 1.17 0.19 -2.44
S 2.46 3.55 3.10
C 1.46 2.36 2.86
N 0.66 1.50 2.67
```

Charge: +2
<S²>: 0.751
2S+1: 2

These are the Mulliken partial charges, in e, on atoms 1 to 4: atom 1 (Ce): 0.82, atom 2 (C): -0.51, atom 3 (C): -0.75, atom 4 (O): -0.20

=====

ii:
A structure of composition C13H27CeN8O6S2. Source: the Open Molecules 2025 dataset; level of theory: ωB97M-V/def2-TZVPD.

XYZ file:
```
57
Properties=species:S:1:pos:R:3
Ce 0.19 0.21 -0.16
C -1.08 0.32 3.09
C -0.15 1.51 3.07
O -0.05 1.97 1.72
C 0.80 3.10 1.49
C 2.24 2.68 1.30
O 2.28 1.65 0.31
C 3.40 0.75 0.41
C 3.27 -0.13 1.64
O 1.88 -0.40 1.80
C 1.55 -1.32 2.84
C 0.12 -1.76 2.63
O -0.70 -0.68 2.14
H -2.09 0.63 2.83
H -1.11 -0.09 4.10
H 0.84 1.27 3.45
H -0.58 2.31 3.70
H 0.73 3.80 2.33
H 0.42 3.60 0.60
H 2.66 2.31 2.24
H 2.83 3.54 0.98
H 4.33 1.31 0.43
H 3.39 0.15 -0.51
H 3.64 0.34 2.55
H 3.82 -1.06 1.47
H 1.72 -0.83 3.80
H 2.21 -2.19 2.78
H -0.31 -2.15 3.56
H 0.07 -2.53 1.87
N -2.44 2.24 -0.19
N -2.32 3.08 -1.31
C -1.36 2.87 -2.21
N -1.40 3.54 -3.35
N -0.39 2.00 -1.83
N 0.45 1.49 -2.77
O 1.19 0.61 -2.22
O 0.50 1.75 -3.93
H -3.23 1.61 -0.34
H -2.61 2.80 0.64
H -3.08 3.70 -1.53
H -2.18 4.14 -3.57
H -0.71 3.37 -4.06
S -2.26 -0.83 -1.36
C -2.14 -2.44 -1.98
N -1.21 -2.90 -2.80
C -1.36 -4.33 -3.06
C -2.73 -4.65 -2.42
N -3.02 -3.40 -1.70
H -0.38 -2.36 -2.96
H -0.54 -4.89 -2.60
H -1.35 -4.52 -4.13
H -2.67 -5.47 -1.72
H -3.50 -4.86 -3.15
H -3.85 -3.20 -1.17
S 3.31 -3.22 -1.37
C 1.96 -2.52 -0.87
N 0.99 -1.95 -0.50
```

Charge: +2
<S²>: 0.751
2S+1: 2

These are the Mulliken partial charges, in e, on atoms 1 to 4: atom 1 (Ce): 0.89, atom 2 (C): -0.83, atom 3 (C): -0.40, atom 4 (O): 0.02

=====

Most stable = ii